Entry 1:
91
Properties=species:S:1:pos:R:3:lowdin_charge:R:1 method="wB97M-V/def2-TZVPD" total_energy_ha=-5015.6199 fmax_ha_per_bohr=0.1709 charge=0 smiles="CCC(=O)OCCCO[C@H](COC)P(N)O.O=S1(=O)OCCO1.O=S1(=O)OCCO1.O=S1(=O)OCCO1.O=S1(=O)OCCO1.O=S1(=O)OCCO1"
C -0.7946 -3.4385 2.1102 -0.103
C -0.8946 -4.4830 0.8379 -0.138
C 0.4696 -4.4741 -0.0349 -0.301
O 1.4593 -5.1958 0.4046 0.025
O 0.5859 -3.7299 -1.2974 -0.107
C 1.2523 -2.4414 -1.0746 -0.170
C 0.4178 -1.1533 -1.6255 -0.104
C -0.8980 -1.0306 -0.6327 -0.206
O -1.9638 -0.2042 -1.2146 -0.196
C -3.1756 -0.3716 -0.3864 -0.418
C -4.4616 -0.5149 -1.3761 -0.209
O -4.8597 -1.8891 -1.6522 -0.229
C -5.3394 -2.5759 -0.4583 -0.125
P -3.5016 1.1663 0.7478 0.902
N -3.3393 0.6454 2.4387 -0.215
O -2.1613 2.2086 0.4336 -0.350
H 0.2082 -3.6028 2.6751 0.092
H -0.9380 -2.3309 1.7857 0.051
H -1.6752 -3.7433 2.8172 0.085
H -1.1857 -5.5487 1.2208 0.132
H -1.7811 -4.1233 0.1886 0.097
H 2.2437 -2.4670 -1.6702 0.130
H 1.4400 -2.2627 0.0577 0.145
H 1.0559 -0.1887 -1.5659 0.097
H 0.0441 -1.2703 -2.7152 0.131
H -0.5736 -0.6065 0.4114 0.111
H -1.2915 -2.1323 -0.5416 0.112
H -3.0554 -1.2653 0.3558 0.104
H -5.3676 0.1577 -1.0546 0.117
H -4.1164 -0.0674 -2.4049 0.148
H -4.6664 -3.5314 -0.3429 0.099
H -5.2271 -1.9781 0.5232 0.090
H -6.4340 -2.9396 -0.5169 0.097
H -2.4862 1.1041 2.8184 0.030
H -3.1833 -0.3747 2.5399 0.017
H -1.3552 1.7884 0.8525 0.029
C 3.5466 -5.2187 -3.6192 -0.157
C 2.6483 -4.3281 -4.4665 -0.185
O 3.5198 -3.3455 -5.0271 -0.188
S 4.9829 -4.0127 -5.2678 0.658
O 5.0706 -4.4212 -6.6422 -0.231
O 5.9696 -3.1824 -4.6362 -0.238
O 4.7631 -5.3416 -4.3571 -0.190
H 3.7769 -4.7476 -2.6587 0.130
H 3.1057 -6.2018 -3.4439 0.141
H 1.8601 -3.8542 -3.8792 0.126
H 2.1993 -4.8907 -5.2905 0.067
C 2.1163 4.2209 -0.4021 -0.161
C 2.9737 3.2166 -1.1603 -0.166
O 3.1635 2.1311 -0.2532 -0.183
S 1.8462 1.9927 0.6890 0.676
O 1.0006 0.9698 0.1330 -0.261
O 2.2672 1.9957 2.0612 -0.222
O 1.1868 3.4369 0.3457 -0.183
H 2.7184 4.8006 0.3039 0.136
H 1.5883 4.9017 -1.0724 0.141
H 3.9335 3.6357 -1.4661 0.140
H 2.4476 2.8335 -2.0402 0.135
C 3.9006 4.1304 6.0372 -0.176
C 2.7893 3.4504 5.2477 -0.177
O 1.6354 4.2651 5.4503 -0.185
S 2.1031 5.8141 5.6177 0.696
O 1.9563 6.4679 4.3459 -0.223
O 1.5342 6.3319 6.8294 -0.268
O 3.6886 5.5305 5.8617 -0.194
H 3.8209 3.9050 7.1049 0.131
H 4.8928 3.8475 5.6800 0.134
H 2.6037 2.4295 5.5851 0.138
H 3.0139 3.4439 4.1766 0.115
C -1.2801 -5.2334 -8.7322 -0.170
C -1.4895 -6.6011 -8.0958 -0.173
O -0.2534 -6.9038 -7.4509 -0.186
S 0.4265 -5.5204 -6.9334 0.669
O 0.1010 -5.3531 -5.5437 -0.230
O 1.7700 -5.4601 -7.4336 -0.210
O -0.4945 -4.4960 -7.7959 -0.183
H -0.7124 -5.3144 -9.6639 0.135
H -2.2237 -4.7198 -8.9261 0.137
H -1.7388 -7.3683 -8.8304 0.138
H -2.2701 -6.5643 -7.3295 0.134
C -2.5083 9.2756 7.4199 -0.177
C -3.0705 8.8112 6.0818 -0.180
O -2.0733 7.9487 5.5383 -0.191
S -1.3081 7.1872 6.7585 0.707
O -1.9002 5.8873 6.9181 -0.221
O 0.1090 7.3853 6.6055 -0.281
O -1.8407 8.1388 7.9667 -0.191
H -1.7696 10.0711 7.2828 0.132
H -3.2909 9.6205 8.0985 0.134
H -3.2719 9.6421 5.4039 0.134
H -3.9848 8.2254 6.2206 0.131

Entry 2:
85
Properties=species:S:1:pos:R:3:lowdin_charge:R:1 method="wB97M-V/def2-TZVPD" total_energy_ha=-4107.5246 fmax_ha_per_bohr=0.1094 charge=0 smiles="C[N+](=O)[O-].C[N+](=O)[O-].C[N+](=O)[O-].COC(=O)OC.COC(=O)OC.COC(=O)OC.COC(=O)OC.ClCCCl.ClCCCl"
Cl -2.6033 -3.1305 -5.0878 0.508
C -2.3080 -1.5690 -5.9729 -0.632
C -2.3735 -0.3208 -5.0848 -0.655
Cl -2.5476 1.1640 -6.0590 0.537
H -3.1226 -1.4029 -6.6778 0.055
H -1.3414 -1.7321 -6.4496 0.068
H -1.4601 -0.2777 -4.4915 0.058
H -3.2896 -0.3372 -4.4945 0.062
Cl -0.1003 3.4454 -2.8912 0.610
C -0.9286 4.8255 -3.5432 -0.674
C 0.0982 5.9196 -3.9701 -0.710
Cl 0.6128 6.8515 -2.6333 0.607
H -1.7899 5.0437 -2.9118 0.044
H -1.3955 4.5254 -4.4812 0.064
H -0.4608 6.5095 -4.6965 0.074
H 0.9795 5.4410 -4.3972 0.063
C 1.2188 -2.2413 2.7593 0.035
N 1.1718 -3.6520 2.2056 -0.430
O 2.2063 -4.1916 1.9934 0.100
O 0.1061 -4.2290 2.3699 0.049
H 1.5285 -2.2935 3.8031 0.105
H 0.1706 -1.9424 2.7648 0.092
H 1.9675 -1.7020 2.1790 0.064
C 3.6185 1.2823 1.3146 0.068
N 2.8717 1.2690 2.6538 -0.408
O 1.8006 0.6340 2.7051 0.006
O 3.4204 1.8472 3.5670 0.091
H 3.7546 0.2508 0.9897 0.079
H 4.5402 1.8122 1.5547 0.100
H 3.0751 1.6219 0.4328 0.091
C -0.2155 0.5345 -0.5873 0.034
N 0.4801 -0.6201 -1.1330 -0.373
O 0.5928 -0.7807 -2.3674 0.053
O 0.8561 -1.4883 -0.3063 0.032
H -0.7356 1.0982 -1.3618 0.065
H 0.3779 1.3280 -0.1329 0.087
H -0.9423 0.1270 0.1155 0.106
C 0.4291 3.3760 2.2096 -0.115
O -0.2870 3.6896 1.1012 -0.071
C -1.4245 4.5864 1.0997 -0.499
O -1.8959 4.9467 2.1365 0.160
O -1.7005 4.9362 -0.1532 -0.015
C -2.7128 5.9218 -0.3770 -0.038
H 1.1722 2.6834 1.8145 0.054
H -0.0979 2.8008 2.9709 0.095
H 0.8856 4.2500 2.6742 0.111
H -3.7055 5.5518 -0.1202 0.098
H -2.9410 6.0733 -1.4320 0.080
H -2.5599 6.8575 0.1606 0.108
C -0.3287 -7.4830 0.7103 -0.033
O 0.9224 -7.5622 -0.0487 0.016
C 1.3158 -6.5259 -0.7959 -0.563
O 2.4361 -6.4345 -1.2795 0.116
O 0.3329 -5.6103 -0.9268 -0.034
C 0.5451 -4.3765 -1.5821 -0.032
H -0.4847 -6.6389 1.3820 0.075
H -0.4264 -8.3657 1.3423 0.085
H -1.2199 -7.5996 0.0937 0.087
H 0.0921 -4.4701 -2.5691 0.097
H 1.5938 -4.0796 -1.5967 0.085
H 0.0196 -3.5557 -1.0941 0.068
C -6.2033 3.2782 5.0239 -0.032
O -5.6422 2.3810 4.0623 -0.002
C -4.3824 2.0027 4.2361 -0.560
O -3.5647 2.4203 5.0557 0.101
O -4.0750 1.0964 3.2547 -0.041
C -2.7812 0.4645 3.1843 -0.024
H -7.2163 3.4724 4.6715 0.094
H -5.6088 4.1898 5.0847 0.100
H -6.3245 2.8028 5.9973 0.098
H -2.1391 1.2999 2.9053 0.078
H -2.8214 -0.1953 2.3176 0.089
H -2.5067 0.0277 4.1445 0.102
C 3.7957 -1.5482 -2.3319 -0.033
O 3.9246 -2.9687 -2.0109 -0.006
C 4.2887 -3.4782 -0.8018 -0.646
O 4.4732 -4.6362 -0.7286 0.186
O 4.3387 -2.5336 0.1008 -0.018
C 5.1675 -2.8406 1.1843 -0.057
H 3.8130 -1.3840 -3.4093 0.093
H 4.6317 -1.0065 -1.8896 0.084
H 2.9185 -0.9707 -2.0401 0.047
H 5.0719 -1.9040 1.7336 0.083
H 6.2291 -2.9641 0.9701 0.108
H 4.8194 -3.5967 1.8881 0.095

Entry 3:
75
Properties=species:S:1:pos:R:3:lowdin_charge:R:1 method="wB97M-V/def2-TZVPD" total_energy_ha=-3457.3052 fmax_ha_per_bohr=0.0342 charge=0
C 0.8062 -1.9549 1.6014 -0.108
C 2.3249 -2.2039 1.7105 -0.260
C 2.8158 -2.9692 0.4715 -0.221
C 4.2728 -2.6937 0.0828 -0.192
C 4.4985 -1.4023 -0.7379 -0.183
C 3.3961 -0.3464 -0.6223 -0.212
C 3.5597 0.6869 -1.7518 -0.193
C 2.3415 1.6138 -1.8796 -0.207
C 2.5211 2.9797 -1.2186 -0.200
C 2.6149 3.0040 0.3114 -0.176
C 1.6018 2.1131 1.0727 -0.235
C 0.8231 2.9830 2.0741 -0.332
P -0.2065 2.0373 3.2407 0.889
C -1.5967 1.1998 2.3962 -0.381
C -1.9005 1.8136 1.0356 -0.254
P -3.0239 0.6770 0.1584 0.447
O -2.3595 -0.6183 0.1606 -0.223
O -3.2795 1.2852 -1.2875 -0.180
C -2.0841 1.4391 -2.0888 -0.220
C -1.5628 2.8854 -2.1025 -0.057
O -4.3655 0.6916 0.9898 -0.185
C -5.5408 0.2770 0.2072 -0.237
C -5.4107 -1.1297 -0.3350 -0.070
P 0.9343 0.7015 4.6030 0.429
O 2.2082 0.2787 3.6988 -0.407
Cl -0.3216 -0.9330 4.6805 0.274
H 0.2798 -2.8411 1.9427 0.085
H 0.5086 -1.0671 2.1586 -0.015
H 0.5267 -1.7736 0.5685 0.070
H 2.5513 -2.7457 2.6275 0.103
H 2.8501 -1.2503 1.7599 0.064
H 2.1542 -2.8313 -0.3769 0.108
H 2.7602 -4.0299 0.7198 0.113
H 4.8993 -2.7593 0.9714 0.105
H 4.5764 -3.5280 -0.5482 0.103
H 4.6926 -1.6287 -1.7831 0.107
H 5.4045 -0.9281 -0.3593 0.109
H 2.3935 -0.7428 -0.7485 0.106
H 3.5330 0.2081 0.3050 0.094
H 3.6341 0.1252 -2.6815 0.111
H 4.4775 1.2684 -1.6608 0.117
H 2.2098 1.8188 -2.9412 0.112
H 1.4352 1.0935 -1.5694 0.091
H 3.4694 3.3725 -1.5853 0.111
H 1.7645 3.6650 -1.5964 0.100
H 2.4304 4.0363 0.6098 0.103
H 3.6125 2.7580 0.6626 0.114
H 0.9235 1.5681 0.4235 0.090
H 2.1765 1.3662 1.6137 0.072
H 1.4907 3.6282 2.6406 0.097
H 0.1505 3.6246 1.5036 0.097
H -0.8010 2.9709 4.1048 0.037
H -1.4432 0.1236 2.3479 0.047
H -2.4761 1.3596 3.0191 0.096
H -2.2842 2.8312 1.0933 0.107
H -1.0088 1.8394 0.4185 0.049
H -2.3413 1.1378 -3.0949 0.131
H -1.3030 0.7947 -1.6966 0.099
H -1.3840 3.2443 -3.1104 0.078
H -2.2501 3.5628 -1.6001 0.080
H -0.6117 2.9340 -1.5717 0.041
H -5.6911 1.0080 -0.5843 0.110
H -6.4068 0.3322 0.8592 0.114
H -4.6167 -1.1993 -1.0718 0.053
H -6.3368 -1.3647 -0.8505 0.094
H -5.2270 -1.8049 0.4932 0.092
H 2.6765 -0.4709 4.1120 0.075
C -3.0229 -4.3128 -1.9961 -0.653
F -4.0125 -4.8748 -1.2701 0.096
F -2.4913 -3.3282 -1.2406 0.083
F -2.0661 -5.2504 -2.1529 0.098
S -3.6363 -3.6774 -3.6170 0.425
O -4.6332 -2.6993 -3.2256 -0.349
O -4.1579 -4.8580 -4.2656 -0.329
O -2.4464 -3.1204 -4.2277 -0.346